one.
A molecular structure, C2H4ClNOS, computed with ωB97M-V/def2-TZVPD.

Summary:
E_LUMO in eV: 0.329
HOMO-LUMO gap in eV: 9.31

```
10
C2H4ClNOS | OMol25 | ωB97M-V/def2-TZVPD
C -0.04 -1.60 0.06
C 0.43 0.98 -0.86
N -0.09 -0.31 0.51
O 0.63 -1.89 -0.91
S -0.65 0.46 1.88
Cl -0.65 2.32 -0.70
H -0.35 -2.34 0.77
H 1.26 1.27 -0.15
H 0.63 0.57 -1.80
H 0.50 1.17 1.98
```



two.
A single C2H4ClNOS molecule, computed with ωB97M-V/def2-TZVPD.

Summary:
E_LUMO in eV: 0.501
HOMO-LUMO gap in eV: 10.27
SMILES: NC(=O)[C@H](S)Cl

```
10
C2H4ClNOS | OMol25 | ωB97M-V/def2-TZVPD
C -0.04 0.70 0.09
C 0.38 -0.75 0.33
N -1.39 0.84 0.03
O 0.69 1.61 -0.25
S 2.14 -1.18 0.19
Cl -0.75 -1.86 -0.65
H 0.16 -1.04 1.39
H -1.90 -0.05 -0.02
H -1.74 1.70 -0.52
H 2.45 0.02 -0.58
```



Sorted by energy, starting with the most stable: two, one.



one.
A gas-phase ion, C2H9N4 (charge +1), computed with ωB97M-V/def2-TZVPD.

Summary:
E_LUMO in eV: -3.419
HOMO-LUMO gap in eV: 10.55
Net charge: +1
SMILES: NN1C[C@]1(N)[NH3+]

```
15
C2H9N4 | OMol25 | ωB97M-V/def2-TZVPD
C -0.46 0.61 1.16
C 0.19 -0.16 0.04
N -0.95 0.61 -0.23
N 0.52 -1.47 0.14
N -2.09 -0.09 -0.66
N 1.41 0.61 -0.73
H -0.86 -0.08 1.92
H -0.11 1.58 1.43
H 0.24 -2.20 -0.44
H 1.31 -1.58 0.63
H -2.91 0.49 -0.93
H -2.48 -0.60 0.04
H 2.14 1.10 -0.18
H 1.13 1.32 -1.44
H 1.82 -0.19 -1.29
```



two.
2 unconnected molecules or ions with the total composition C2H9N4, computed with ωB97M-V/def2-TZVPD.

Summary:
E_LUMO in eV: -3.376
HOMO-LUMO gap in eV: 10.63
Net charge: +1

```
15
C2H9N4 | OMol25 | ωB97M-V/def2-TZVPD
C -1.95 -0.02 0.07
C 2.85 -0.25 -0.07
N -0.83 0.64 0.02
N -2.02 -1.40 0.27
N 1.68 -0.36 0.35
N -0.48 1.92 -0.42
H -2.88 0.43 -0.16
H 3.59 -1.03 0.13
H 3.20 0.68 -0.46
H 0.11 0.16 0.27
H -2.90 -1.86 0.25
H -1.36 -1.90 0.83
H 1.64 -1.33 0.85
H -0.29 2.64 0.30
H -1.34 2.45 -0.80
```



Sorted by energy, starting with the most stable: two, one.